Computed, not measured: a 5-piece molecular cluster, C26H54BN2O17P2 overall, with ωB97M-V with the def2-TZVPD basis set.

## Properties
Charge ... -1
HOMO energy ... -4.45 eV
Gap between HOMO and LUMO ... 0.2443 Ha
Electronic energy ... -3119.4758 Ha

```
102
Properties=species:S:1:pos:R:3:lowdin_charge:R:1
C -3.17 2.79 -2.98 0.0042
C -3.75 1.80 -2.00 -0.5312
O -4.24 2.18 -0.96 0.0893
O -3.77 0.51 -2.38 -0.0094
C -2.46 -0.13 -2.49 -0.1590
C -2.09 -0.97 -1.26 -0.0836
B -0.74 -0.54 -0.46 -0.9053
P -0.78 -1.75 1.17 0.7453
N -0.69 -3.32 0.85 -0.3742
O 0.52 -0.89 -1.17 -0.0325
C 1.43 0.06 -0.71 -0.3406
P 3.01 -0.05 -1.54 0.4887
O 3.98 1.01 -1.22 -0.2567
O 2.70 -0.17 -3.12 -0.1187
O 3.60 -1.48 -1.11 -0.1181
C 0.66 1.39 -0.55 -0.4476
N 0.35 2.00 -1.84 0.1442
C 1.25 2.40 0.46 -0.0573
C 1.57 3.77 -0.11 -0.1616
O 2.79 3.82 -0.87 -0.0197
C 2.73 4.41 -2.09 -0.5164
C 2.75 3.50 -3.29 0.0002
O 2.72 5.62 -2.21 0.0791
O -0.58 0.86 -0.04 -0.0123
H -3.98 3.25 -3.54 0.0854
H -2.43 2.37 -3.66 0.0736
H -2.70 3.59 -2.40 0.0844
H -2.55 -0.79 -3.34 0.0851
H -1.70 0.60 -2.74 0.0906
H -1.97 -2.00 -1.61 0.0880
H -2.94 -0.99 -0.57 0.1044
H -2.00 -1.49 1.86 -0.0356
H 0.24 -1.39 2.10 -0.0368
H -0.59 -3.45 -0.15 -0.0786
H 1.71 -0.19 0.34 0.1373
H 3.13 -0.97 -3.45 0.0775
H 2.91 -2.16 -1.20 0.0891
H -0.60 2.32 -1.81 0.0760
H 0.48 1.34 -2.60 0.0835
H 2.15 2.00 0.92 0.1178
H 0.49 2.52 1.23 0.1129
H 1.74 4.42 0.75 0.0972
H 0.74 4.21 -0.65 0.1259
H 3.47 3.86 -4.01 0.0825
H 3.02 2.50 -2.99 0.0417
H 1.76 3.46 -3.74 0.0798
O 1.38 4.18 2.90 0.0860
C 2.22 4.14 3.76 -0.5071
O 2.21 5.13 4.68 -0.0045
C 3.04 5.11 5.84 -0.2438
C 4.43 5.65 5.57 -0.0673
C 3.30 3.10 3.79 0.0288
H 3.06 4.10 6.27 0.1144
H 2.53 5.74 6.56 0.1207
H 4.96 5.04 4.84 0.0673
H 5.01 5.67 6.49 0.0773
H 4.36 6.66 5.17 0.0809
H 4.10 3.41 3.12 0.1022
H 2.88 2.17 3.42 0.0937
H 3.71 2.91 4.78 0.0716
O 0.17 2.63 5.46 0.0893
C -0.89 2.85 4.92 -0.5358
O -1.54 1.82 4.37 0.0110
C -2.84 1.93 3.81 -0.2320
C -2.79 2.40 2.37 -0.0490
C -1.42 4.25 4.76 0.0151
H -3.48 2.57 4.43 0.1072
H -3.26 0.93 3.86 0.1204
H -2.36 3.40 2.29 0.0760
H -3.79 2.42 1.94 0.0782
H -2.17 1.73 1.78 0.0718
H -0.94 4.69 3.88 0.0860
H -1.14 4.82 5.64 0.0888
H -2.50 4.30 4.65 0.0679
O 1.22 -5.79 -0.87 0.0952
C 1.45 -6.16 0.25 -0.5387
O 2.54 -5.68 0.88 -0.0067
C 2.80 -5.92 2.26 -0.2427
C 3.51 -7.23 2.49 -0.0721
C 0.60 -7.21 0.93 0.0062
H 1.88 -5.83 2.84 0.1150
H 3.44 -5.09 2.57 0.1227
H 2.90 -8.08 2.18 0.0631
H 3.75 -7.36 3.55 0.0764
H 4.44 -7.27 1.91 0.0789
H 0.93 -8.20 0.60 0.0881
H -0.42 -7.05 0.61 0.0902
H 0.62 -7.17 2.01 0.0670
O -3.57 -2.57 -3.72 0.1268
C -3.75 -3.42 -4.54 -0.4963
O -3.01 -3.41 -5.67 0.0056
C -3.02 -4.47 -6.62 -0.2442
C -4.15 -4.33 -7.62 -0.0684
C -4.84 -4.46 -4.38 0.0154
H -3.03 -5.44 -6.11 0.1123
H -2.06 -4.40 -7.13 0.1219
H -5.12 -4.39 -7.13 0.0657
H -4.10 -5.12 -8.37 0.0780
H -4.09 -3.37 -8.12 0.0819
H -5.78 -4.03 -4.72 0.0943
H -4.92 -4.69 -3.32 0.0937
H -4.66 -5.39 -4.91 0.0663
```